{
  "formula": "C48H115N5O12",
  "method": "ωB97M-V/def2-TZVPD",
  "energy_ev": -83650.4216,
  "e_homo_ev": -7.66,
  "homo_lumo_gap_ha": 0.287,
  "fmax_ev_per_a": 5.69,
  "smiles": "CC1(C)CCCC(C)(C)N1O.CC1(C)CCCC(C)(C)N1O.CC1(C)CCCC(C)(C)N1O.CC1(C)CCCC(C)(C)N1O.CC1(C)CCCC(C)(C)N1O.CO.CO.CO.O.O.O.O",
  "elements": ["C", "C", "C", "C", "C", "C", "C", "C", "C", "N", "O", "H", "H", "H", "H", "H", "H", "H", "H", "H", "H", "H", "H", "H", "H", "H", "H", "H", "H", "H", "C", "C", "C", "C", "C", "C", "C", "C", "C", "N", "O", "H", "H", "H", "H", "H", "H", "H", "H", "H", "H", "H", "H", "H", "H", "H", "H", "H", "H", "H", "C", "C", "C", "C", "C", "C", "C", "C", "C", "N", "O", "H", "H", "H", "H", "H", "H", "H", "H", "H", "H", "H", "H", "H", "H", "H", "H", "H", "H", "H", "C", "C", "C", "C", "C", "C", "C", "C", "C", "N", "O", "H", "H", "H", "H", "H", "H", "H", "H", "H", "H", "H", "H", "H", "H", "H", "H", "H", "H", "H", "C", "C", "C", "C", "C", "C", "C", "C", "C", "N", "O", "H", "H", "H", "H", "H", "H", "H", "H", "H", "H", "H", "H", "H", "H", "H", "H", "H", "H", "H", "C", "O", "H", "H", "H", "H", "C", "O", "H", "H", "H", "H", "C", "O", "H", "H", "H", "H", "O", "H", "H", "O", "H", "H", "O", "H", "H", "O", "H", "H"],
  "positions_angstrom": [[2.525, 9.431, -8.902], [3.279, 10.228, -7.800], [4.186, 11.199, -8.516], [2.172, 11.007, -7.024], [1.478, 10.262, -5.926], [2.487, 9.670, -4.951], [3.476, 8.687, -5.719], [4.577, 8.383, -4.673], [2.800, 7.397, -6.250], [4.068, 9.463, -6.837], [5.144, 8.806, -7.443], [1.554, 9.037, -8.602], [2.254, 9.997, -9.793], [3.095, 8.558, -9.219], [3.610, 11.805, -9.215], [4.814, 11.723, -7.796], [4.941, 10.681, -9.108], [2.584, 11.947, -6.657], [1.436, 11.356, -7.748], [0.916, 10.934, -5.277], [0.808, 9.490, -6.306], [1.836, 9.043, -4.341], [3.051, 10.447, -4.435], [5.219, 9.252, -4.526], [5.261, 7.601, -5.003], [4.050, 8.079, -3.769], [2.419, 6.858, -5.383], [3.496, 6.743, -6.775], [1.976, 7.614, -6.930], [4.670, 8.150, -7.959], [5.041, 19.237, 9.868], [6.281, 18.466, 10.555], [6.232, 16.916, 10.115], [7.571, 19.114, 9.913], [8.764, 18.722, 10.657], [8.670, 19.031, 12.177], [7.381, 18.448, 12.861], [7.528, 16.927, 13.177], [7.374, 19.302, 14.205], [6.214, 18.707, 12.015], [5.030, 18.247, 12.577], [4.162, 18.790, 10.334], [5.070, 20.306, 10.079], [5.158, 18.964, 8.819], [5.326, 16.409, 10.445], [6.153, 16.839, 9.031], [7.102, 16.390, 10.508], [7.828, 18.793, 8.903], [7.456, 20.196, 9.852], [9.023, 17.696, 10.399], [9.559, 19.286, 10.170], [8.749, 20.114, 12.260], [9.597, 18.711, 12.653], [8.267, 16.771, 13.962], [7.892, 16.446, 12.269], [6.564, 16.491, 13.442], [8.290, 19.215, 14.790], [6.585, 19.026, 14.905], [7.119, 20.329, 13.946], [4.696, 18.978, 13.102], [-0.848, 10.612, 5.250], [-0.541, 9.275, 4.646], [-0.009, 9.487, 3.259], [0.457, 8.504, 5.505], [0.024, 7.788, 6.753], [-1.160, 6.839, 6.440], [-2.292, 7.557, 5.645], [-3.221, 6.398, 5.151], [-3.043, 8.419, 6.601], [-1.719, 8.332, 4.503], [-2.674, 8.849, 3.654], [-1.661, 11.051, 4.673], [-1.191, 10.516, 6.280], [0.045, 11.224, 5.122], [0.332, 8.521, 2.884], [-0.671, 10.027, 2.582], [0.891, 10.099, 3.215], [1.067, 7.870, 4.861], [1.189, 9.199, 5.916], [0.808, 7.357, 7.376], [-0.369, 8.501, 7.477], [-1.617, 6.294, 7.266], [-0.762, 6.085, 5.761], [-4.227, 6.766, 4.948], [-3.354, 5.642, 5.926], [-2.871, 5.840, 4.283], [-3.400, 9.260, 6.005], [-2.516, 8.817, 7.468], [-3.963, 7.957, 6.959], [-2.796, 8.176, 2.980], [13.223, 9.677, 7.336], [12.798, 10.232, 5.923], [13.695, 11.388, 5.543], [12.940, 9.087, 4.831], [11.872, 8.026, 4.914], [10.473, 8.579, 4.822], [10.211, 9.775, 5.787], [9.085, 10.640, 5.141], [9.779, 9.199, 7.174], [11.331, 10.746, 5.929], [11.118, 11.850, 6.679], [13.053, 10.316, 8.202], [12.782, 8.728, 7.643], [14.311, 9.600, 7.342], [13.297, 11.999, 4.732], [13.787, 12.003, 6.438], [14.708, 11.092, 5.271], [12.796, 9.514, 3.839], [13.913, 8.633, 5.017], [11.930, 7.406, 4.019], [12.131, 7.388, 5.759], [9.843, 7.750, 5.145], [10.163, 8.762, 3.793], [8.221, 10.009, 4.933], [9.341, 11.246, 4.272], [8.661, 11.326, 5.875], [9.790, 9.965, 7.949], [10.520, 8.478, 7.518], [8.750, 8.861, 7.296], [10.757, 12.459, 6.032], [0.065, 21.280, 4.314], [0.498, 22.649, 3.789], [-0.485, 23.167, 2.736], [0.402, 23.605, 5.028], [1.172, 24.960, 4.767], [2.654, 24.723, 4.377], [2.784, 23.718, 3.153], [2.616, 24.483, 1.819], [4.267, 23.256, 3.268], [1.896, 22.563, 3.293], [2.156, 21.543, 2.340], [-0.919, 21.319, 4.781], [-0.060, 20.670, 3.420], [0.799, 20.872, 5.009], [-0.623, 24.230, 2.534], [-0.313, 22.637, 1.799], [-1.522, 22.904, 2.949], [-0.673, 23.747, 5.145], [0.827, 23.134, 5.915], [0.601, 25.511, 4.020], [1.175, 25.529, 5.697], [3.134, 24.304, 5.262], [3.125, 25.694, 4.229], [2.945, 23.950, 0.927], [3.194, 25.407, 1.831], [1.570, 24.782, 1.744], [4.671, 22.909, 4.219], [5.024, 23.971, 2.945], [4.352, 22.432, 2.559], [2.499, 20.863, 2.925], [4.813, 15.378, 0.819], [5.213, 16.037, 2.014], [4.544, 14.336, 0.990], [4.070, 15.932, 0.245], [5.722, 15.403, 0.217], [6.002, 15.704, 2.448], [-1.567, 17.049, -1.397], [-0.778, 18.200, -1.586], [-1.049, 16.326, -0.767], [-2.491, 17.216, -0.844], [-1.716, 16.461, -2.303], [-0.278, 18.290, -0.771], [9.102, 19.690, -1.975], [8.853, 20.400, -3.160], [9.364, 20.386, -1.178], [8.278, 19.122, -1.544], [9.981, 19.075, -2.170], [8.999, 21.330, -2.973], [5.418, 17.346, -4.742], [4.676, 17.789, -5.153], [6.126, 17.990, -4.766], [7.541, 13.154, -4.156], [6.872, 13.825, -4.297], [7.224, 12.393, -4.642], [10.001, 16.051, 3.578], [10.336, 16.939, 3.458], [10.210, 15.602, 2.759], [10.945, 13.652, -0.242], [10.181, 13.646, -0.818], [11.656, 13.307, -0.783]]
}